Record 1
{
  "formula": "C6H9N",
  "method": "the ωB97M-V functional and the def2-TZVPD basis",
  "symbols": ["C", "C", "C", "C", "H", "H", "H", "H", "C", "C", "N", "H", "H", "H", "H", "H"],
  "positions_angstrom": [[2.451, 0.865, 1.211], [2.161, -0.206, 0.502], [1.614, -1.165, -0.158], [0.716, -1.906, -0.769], [2.169, 1.842, 0.804], [2.916, 0.825, 2.188], [0.482, -2.930, -0.501], [0.051, -1.388, -1.473], [-1.294, 0.156, 0.404], [-1.516, 1.171, -0.626], [-1.734, -0.239, -0.948], [-0.276, -0.030, 0.693], [-2.026, 0.020, 1.186], [-0.635, 1.574, -1.117], [-2.344, 1.848, -0.466], [-2.734, -0.438, -0.930]],
  "e_above_lowest_kcal_mol": 110.4,
  "multiplicity": 1,
  "smiles": "C=C=C=C.C1CN1"
}

***

Record 2
{
  "formula": "C3H5N3O3",
  "method": "the ωB97M-V functional and the def2-TZVPD basis",
  "symbols": ["N", "C", "O", "C", "N", "C", "O", "N", "H", "H", "H", "O", "H", "H"],
  "positions_angstrom": [[1.000, 0.398, 1.424], [0.663, -0.478, 0.339], [1.083, -1.638, 0.327], [-0.719, -0.196, -0.203], [-1.178, -0.756, -1.364], [-2.411, -0.366, -1.383], [-2.756, 0.322, -0.300], [-1.653, 0.369, 0.509], [0.707, 0.063, 2.338], [0.768, 1.387, 1.386], [-3.196, -0.600, -2.097], [2.370, 0.579, -0.703], [2.258, 1.005, 0.409], [3.064, -0.088, -0.682]],
  "e_above_lowest_kcal_mol": 87.1,
  "multiplicity": 1,
  "smiles": "NC(=O)c1ncon1.O"
}

***

Record 3
{
  "formula": "H5NOSi2",
  "method": "the ωB97M-V functional and the def2-TZVPD basis",
  "symbols": ["N", "O", "Si", "Si", "H", "H", "H", "H", "H"],
  "positions_angstrom": [[0.346, -0.653, 0.063], [-1.093, 1.537, 0.003], [1.258, 0.718, 0.015], [-1.456, 0.037, 0.015], [0.599, -1.617, -0.058], [1.714, 1.370, 1.229], [1.756, 1.360, -1.202], [-1.984, -0.619, -1.183], [-2.034, -0.572, 1.208]],
  "e_above_lowest_kcal_mol": 49.3,
  "multiplicity": 1
}

***

Record 4
{
  "formula": "C17H19BrN4O5S",
  "method": "the ωB97M-V functional and the def2-TZVPD basis",
  "symbols": ["C", "C", "O", "C", "O", "C", "C", "C", "C", "C", "N", "C", "O", "C", "C", "N", "S", "O", "O", "C", "C", "C", "Br", "C", "N", "C", "N", "C", "H", "H", "H", "H", "H", "H", "H", "H", "H", "H", "H", "H", "H", "H", "H", "H", "H", "H", "H"],
  "positions_angstrom": [[-5.010, -1.563, -4.006], [-5.174, -0.229, -3.304], [-4.185, -0.135, -2.277], [-4.114, 1.035, -1.632], [-4.836, 1.970, -1.877], [-3.055, 1.050, -0.592], [-2.874, 2.212, 0.154], [-1.895, 2.252, 1.128], [-1.093, 1.150, 1.371], [-1.263, -0.013, 0.621], [-0.488, -1.161, 0.819], [0.718, -1.247, 1.437], [1.240, -0.345, 2.058], [1.348, -2.635, 1.372], [2.860, -2.517, 1.590], [3.608, -2.123, 0.414], [3.139, -0.794, -0.492], [4.064, -0.752, -1.581], [1.737, -0.872, -0.853], [3.400, 0.581, 0.599], [4.466, 0.531, 1.465], [4.645, 1.593, 2.341], [6.082, 1.584, 3.571], [3.746, 2.648, 2.312], [2.736, 2.699, 1.472], [2.541, 1.699, 0.607], [1.541, 1.835, -0.281], [-2.250, -0.058, -0.358], [-5.143, -2.378, -3.300], [-4.018, -1.638, -4.443], [-5.752, -1.653, -4.794], [-6.166, -0.136, -2.848], [-5.041, 0.609, -3.999], [-3.510, 3.061, -0.046], [-1.753, 3.147, 1.714], [-0.332, 1.187, 2.132], [-0.753, -1.941, 0.233], [0.914, -3.235, 2.175], [1.133, -3.111, 0.415], [3.030, -1.752, 2.354], [3.276, -3.463, 1.943], [3.791, -2.877, -0.232], [5.126, -0.323, 1.455], [3.840, 3.484, 2.992], [0.873, 2.567, -0.104], [1.247, 1.007, -0.780], [-2.396, -0.953, -0.944]],
  "e_above_lowest_kcal_mol": 5.0,
  "multiplicity": 1,
  "smiles": "CCOC(=O)c1cccc(NC(=O)CCNS(=O)(=O)c2cc(Br)cnc2N)c1"
}

***

Record 5
{
  "formula": "C5H9N3O",
  "method": "the ωB97M-V functional and the def2-TZVPD basis",
  "symbols": ["C", "C", "C", "C", "N", "C", "N", "N", "O", "H", "H", "H", "H", "H", "H", "H", "H", "H"],
  "positions_angstrom": [[-0.859, 0.031, -1.712], [-0.447, 0.456, -0.254], [0.433, 0.005, 0.706], [1.556, -1.034, 0.425], [1.185, -2.181, -0.366], [0.362, 0.863, 1.738], [-0.664, 1.739, 1.575], [-1.071, 1.423, 0.369], [-2.201, 2.159, -0.125], [-0.098, 0.061, -2.149], [-1.151, -1.183, -1.618], [-1.639, 0.964, -2.018], [1.848, -1.242, 1.386], [2.343, -0.716, -0.048], [0.441, -2.721, 0.076], [1.155, -2.160, -1.370], [1.195, 0.986, 2.641], [-2.386, 2.551, 0.744]],
  "e_above_lowest_kcal_mol": 145.5,
  "multiplicity": 1,
  "smiles": "Cc1c(CN)cnn1O"
}

***

Record 6
{
  "formula": "CHMgO2",
  "method": "the ωB97M-V functional and the def2-TZVPD basis",
  "symbols": ["O", "C", "O", "Mg", "H"],
  "positions_angstrom": [[-0.205, 0.602, -0.467], [1.148, -0.219, 0.205], [0.528, -1.162, 0.669], [-1.439, -0.755, 0.204], [-0.032, 1.535, -0.611]],
  "e_above_lowest_kcal_mol": 0.0,
  "multiplicity": 1,
  "charge": 1
}

***

Number 1: molecular weight 95.14 g mol⁻¹, HOMO-LUMO gap 9.460 eV. Number 2: molecular weight 131.09 g mol⁻¹, HOMO-LUMO gap 10.809 eV. Number 3: molecular weight 91.22 g mol⁻¹, HOMO-LUMO gap 8.901 eV. Number 4: molecular weight 471.33 g mol⁻¹, HOMO-LUMO gap 8.686 eV. Number 5: molecular weight 127.15 g mol⁻¹, HOMO-LUMO gap 9.768 eV. Number 6: molecular weight 69.32 g mol⁻¹, HOMO-LUMO gap 7.232 eV.